1.
DFT (ωB97M-V/def2-TZVPD) results for a molecular structure, C41H27CuF9N5O9PS2 at a distorted geometry.

```
95
Properties=species:S:1:pos:R:3:forces:R:3
Cu 0.559 0.213 -0.176 0.0455 0.1446 -0.0485
O 2.043 -5.086 -2.489 0.0727 -0.0250 -0.0515
C 1.574 -3.938 -1.923 -0.1777 0.3788 0.2879
C 1.598 -3.748 -0.544 0.0059 0.1242 0.0352
C 1.125 -2.555 -0.026 0.0286 -0.4186 0.4503
N 0.647 -1.611 -0.815 -0.0094 -0.1861 -0.1168
C 0.615 -1.770 -2.128 -0.0427 -0.3089 -0.4308
C 1.053 -2.934 -2.733 -0.0109 -0.0512 0.0222
C 0.074 -0.560 -2.887 0.1019 -0.2534 -0.2516
O -0.249 -0.687 -4.063 -0.0429 -0.2624 -0.4041
O -0.003 0.489 -2.190 0.1965 0.2508 0.5079
C 1.063 -2.213 1.481 -0.0176 -0.1072 -0.2552
O 1.531 -3.030 2.273 0.2865 -0.5151 0.1678
O 0.484 -1.128 1.725 0.0221 0.4197 0.2036
H 2.454 -5.621 -1.798 -0.1132 0.1198 -0.0820
H 2.005 -4.490 0.130 -0.0314 -0.0130 0.1009
H 1.018 -3.021 -3.808 -0.0358 -0.0191 -0.0595
N -0.866 0.261 7.965 0.0912 -0.1221 0.2392
C -0.986 0.981 6.777 0.0523 0.1912 -0.2916
C -1.773 2.131 6.745 0.0153 -0.0224 -0.0568
C -1.893 2.851 5.574 -0.0173 0.0292 0.0318
C -1.222 2.437 4.439 0.0751 0.2757 -0.5628
C -0.401 1.325 4.456 0.0418 0.0613 0.0289
C -0.288 0.600 5.630 -0.0700 -0.0255 0.1737
S -1.462 3.433 2.980 -0.0084 -0.1247 -0.1921
O -2.888 3.681 2.885 0.2408 -0.0892 0.0973
O -0.663 4.631 3.133 0.1668 -0.0672 0.1405
N -0.971 2.486 1.764 -0.7266 0.3846 2.1940
C -0.068 2.891 0.902 0.7871 1.7080 -0.1902
S 0.409 4.588 0.740 0.4250 -0.2647 -0.5933
C 1.370 4.148 -0.640 -0.2437 -0.0644 0.1794
C 1.288 2.826 -0.870 0.3006 0.5924 -0.3828
N 0.485 2.139 -0.011 -0.3030 -0.3464 0.3564
H -1.648 0.376 8.593 0.0984 -0.1507 -0.0725
H -0.596 -0.703 7.837 -0.0927 0.0373 0.0712
H -2.289 2.447 7.642 -0.1080 0.0460 0.0787
H -2.519 3.727 5.511 -0.1338 0.0893 0.0976
H 0.119 1.020 3.558 0.1056 -0.0932 -0.0893
H 0.344 -0.275 5.662 0.0871 -0.1573 -0.0741
H 1.923 4.889 -1.177 0.2226 0.0986 -0.1746
H 1.770 2.266 -1.651 0.0920 0.0095 -0.1181
F -7.460 1.109 4.899 0.0153 -0.2367 -0.1188
C -6.506 2.069 4.742 -0.4799 -0.2798 0.2456
F -7.193 3.168 4.384 0.1218 0.2470 -0.2209
F -6.053 2.298 5.989 0.3781 0.0596 0.1006
C -5.447 1.672 3.768 0.0362 0.1055 0.0407
C -4.354 0.920 4.179 -0.2742 0.0779 0.0372
C -3.372 0.589 3.264 -0.0751 -0.1159 -0.1552
C -3.467 1.002 1.940 0.1596 0.0324 0.0979
C -4.608 1.683 1.531 -0.1000 -0.1370 0.0308
C -5.588 2.030 2.435 -0.0519 -0.0662 0.1310
P -2.084 0.638 0.767 -1.1957 -0.9636 -0.4128
C -2.925 -0.967 0.287 0.1876 -0.0130 -0.1658
C -2.322 -2.046 0.931 0.0484 0.1444 -0.0933
C -2.781 -3.336 0.760 -0.3356 -0.2504 -0.0864
C -3.878 -3.559 -0.063 0.0934 -0.0481 0.1142
C -4.495 -2.493 -0.710 -0.0410 -0.1112 0.0383
C -4.027 -1.206 -0.527 -0.0171 -0.0849 -0.0216
C -4.414 -4.937 -0.275 -0.2191 -0.3282 -0.1278
F -4.145 -5.432 -1.505 0.0992 0.1177 -0.1827
F -3.949 -5.856 0.589 0.2818 0.1007 0.2342
F -5.763 -4.996 -0.162 -0.1560 0.2095 -0.0114
C -2.571 1.756 -0.595 0.0348 0.0949 -0.1958
C -2.767 3.120 -0.361 -0.0643 -0.0507 -0.1303
C -2.938 4.002 -1.408 0.1290 0.0168 -0.2828
C -2.904 3.530 -2.715 -0.0062 -0.0671 0.0315
C -2.727 2.174 -2.964 -0.0993 0.2425 -0.0758
C -2.570 1.295 -1.909 -0.1153 0.0670 0.1145
C -3.133 4.457 -3.863 -0.3491 0.1641 -0.2905
F -4.323 4.214 -4.481 -0.0256 -0.1801 0.0037
F -3.190 5.757 -3.517 0.1288 0.1294 0.2891
F -2.208 4.376 -4.837 0.1918 -0.1990 0.0237
H -4.266 0.620 5.214 0.0698 -0.0053 0.0684
H -2.510 0.020 3.578 0.0835 -0.0559 0.0847
H -4.722 1.976 0.500 -0.0598 0.0222 -0.0267
H -6.450 2.595 2.111 -0.0468 0.0400 -0.0044
H -1.457 -1.840 1.546 0.0457 -0.1250 0.0661
H -2.299 -4.162 1.260 0.0576 -0.0616 0.0463
H -5.347 -2.681 -1.349 -0.0917 0.0117 -0.0445
H -4.531 -0.389 -1.021 -0.0277 0.1234 -0.0868
H -2.800 3.495 0.651 -0.0597 0.0284 -0.0619
H -3.059 5.057 -1.215 -0.0669 0.0586 0.0352
H -2.690 1.806 -3.978 0.0267 -0.0639 -0.1116
H -2.431 0.245 -2.113 0.0595 0.0127 -0.0676
O 2.394 1.540 2.095 -0.2713 0.1987 0.3567
C 3.023 0.784 1.389 0.9614 -0.1492 0.1729
C 4.453 0.311 1.708 -0.0536 0.1073 0.0765
C 4.894 -0.369 0.429 -0.1019 -0.1422 -0.0642
C 3.583 -0.495 -0.374 0.8651 0.1035 0.3176
O 3.499 -1.134 -1.406 -0.0473 -0.1085 -0.3036
N 2.613 0.220 0.229 -0.9653 0.0595 -0.4068
H 4.370 -0.395 2.536 0.0248 0.0148 0.0807
H 5.077 1.147 2.024 -0.0711 0.0145 0.0429
H 5.333 -1.357 0.569 0.0049 0.0263 -0.0674
H 5.592 0.241 -0.150 -0.0129 -0.0600 -0.0297
```
Positions in Å, forces in eV/Å.

Computed properties:
- energy relative to the best compared isomer or geometry (same formula, charge and spin) (kJ/mol) = 100.2
- HOMO (alpha / beta) (eV) = -3.21 / -3.22
- LUMO level (alpha / beta) (eV) = 4.070 / 4.069
- frontier orbital gap (alpha / beta) (eV) = 7.284 / 7.288
- expectation value of S² = 0.753
- calculated total energy (hartree) = -6206.8750
- spin multiplicity = 2
- net charge = -2

Mulliken population analysis, charges in e, atoms 1 to 8: number 1, Cu, carries -0.73; number 2, O, carries -0.60; number 3, C, carries 1.05; number 4, C, carries -0.80; number 5, C, carries 0.38; number 6, N, carries 2.17; number 7, C, carries 0.60; number 8, C, carries -0.99

2.
DFT (ωB97M-V/def2-TZVPD) results for 9 unconnected molecules or ions with the total composition C15H24Cl12F2O9 at a distorted geometry.

```
62
Properties=species:S:1:pos:R:3:forces:R:3
O -3.682 -3.153 4.222 0.5848 1.4985 1.9861
C -2.899 -2.311 4.632 -2.6152 -3.5692 -2.4776
O -2.205 -1.650 3.738 1.0142 1.1081 -1.5924
C -0.999 -1.255 4.327 0.5814 0.6721 -0.0543
C -1.414 -1.145 5.768 1.7007 -1.7093 0.1551
F -1.710 0.101 6.084 -1.0794 1.3920 0.5513
O -2.534 -2.046 5.877 1.0214 1.1696 0.7709
H -0.197 -1.973 4.152 -0.2225 -0.4410 0.1458
H -0.601 -0.316 3.941 -0.5086 0.1516 -0.0522
H -0.584 -1.463 6.398 -0.4592 -0.2621 0.5193
O -8.520 -1.347 -3.442 1.4927 -3.3105 2.6185
C -7.998 -2.223 -2.729 -0.8902 3.9773 -2.6510
O -7.411 -3.335 -3.171 -0.6002 0.2735 -2.0661
C -7.042 -4.097 -2.086 0.8970 -2.2565 -0.3477
C -6.920 -3.117 -1.026 -1.8419 -0.9366 2.6784
F -5.736 -2.593 -0.855 2.7006 0.6818 0.0838
O -7.763 -2.106 -1.399 -1.6003 0.9826 -0.3834
H -7.799 -4.856 -1.889 -0.1178 0.0675 0.1838
H -6.091 -4.617 -2.204 0.0179 0.1080 -0.5063
H -7.246 -3.579 -0.094 -0.0185 0.4309 0.3852
C -0.376 -0.464 -1.390 -1.6117 0.5588 -0.3201
O 0.973 -0.273 -1.478 3.8539 -0.4634 -0.5977
C 1.765 0.234 -0.537 -2.0100 0.8929 1.3828
O 1.333 0.686 0.519 1.0954 -0.6759 -1.0386
O 3.025 0.208 -0.955 -1.6067 -0.3585 -1.2919
C 4.034 0.503 -0.056 1.2359 0.1058 0.7923
H -0.591 -1.115 -2.238 -0.2959 -0.1216 0.2496
H -0.812 0.510 -1.609 -0.6867 -0.0939 0.3564
H -0.727 -0.891 -0.451 0.1143 0.1238 0.0278
H 4.947 0.225 -0.582 0.0306 -0.1496 0.2650
H 3.891 -0.095 0.845 0.2646 0.1826 0.1271
H 4.130 1.562 0.185 -0.4064 0.0472 0.0914
Cl -1.449 4.457 -0.587 -0.0642 0.1349 -0.0126
C -0.134 5.036 0.441 0.0421 -0.6242 0.4729
Cl 1.320 5.425 -0.521 -0.4669 0.1173 0.4800
H -0.496 5.849 1.071 0.2558 0.3447 -0.6174
H 0.101 4.226 1.130 0.2545 -0.0273 -0.3401
Cl 6.645 -2.640 4.296 -0.9106 0.3030 -0.5126
C 7.762 -2.415 5.629 0.1234 -0.8942 -0.7486
Cl 9.120 -3.507 5.271 0.5102 0.1498 0.4621
H 8.102 -1.381 5.580 -0.1060 -0.2932 0.6443
H 7.252 -2.825 6.501 0.3692 0.7500 0.1544
Cl 4.856 3.577 4.136 -0.6276 0.3974 0.7068
C 4.306 3.193 5.839 0.6349 -0.4201 -1.3853
Cl 4.452 1.439 5.953 0.0903 -0.3109 0.6325
H 5.037 3.711 6.461 -0.5117 -0.2362 0.2109
H 3.247 3.392 6.004 0.4154 0.5509 -0.1772
Cl -2.092 -2.133 -6.789 0.3515 0.5860 -0.5733
C -0.803 -1.440 -7.879 -0.5461 -0.7096 0.4377
Cl 0.532 -0.828 -6.920 0.1912 0.0059 -0.0402
H -0.504 -2.311 -8.462 0.2162 0.4367 -0.0314
H -1.179 -0.620 -8.491 -0.2303 -0.3087 0.2336
Cl -3.767 2.055 -5.586 0.2120 -0.2092 -0.0326
C -5.339 1.591 -4.921 0.1445 -0.6387 -0.1296
Cl -6.333 2.997 -4.712 -0.5718 0.5335 0.2344
H -5.837 0.919 -5.620 0.1828 0.1100 0.0924
H -5.189 1.093 -3.963 0.0235 0.1811 -0.1572
Cl 8.333 2.631 -1.991 -0.1651 -0.4218 0.3952
C 7.496 3.501 -3.263 0.2191 0.7033 0.0135
Cl 8.271 3.145 -4.829 -0.4689 0.2456 0.2231
H 6.424 3.306 -3.282 0.2990 -0.4787 -0.1222
H 7.625 4.549 -2.993 0.0993 -0.0540 -0.5047
```
Positions in Å, forces in eV/Å.

Computed properties:
- energy relative to the best compared isomer or geometry (same formula, charge and spin) (kJ/mol) = 210.5
- HOMO (eV) = -10.71
- LUMO level (eV) = 0.077
- frontier orbital gap (eV) = 10.791
- calculated total energy (hartree) = -6985.0913
- spin multiplicity = 1
- net charge = 0

Mulliken population analysis, charges in e, atoms 1 to 8: number 1, O, carries -0.57; number 2, C, carries 0.64; number 3, O, carries -0.28; number 4, C, carries -0.38; number 5, C, carries 0.34; number 6, F, carries -0.27; number 7, O, carries -0.30; number 8, H, carries 0.25

3.
DFT (ωB97M-V/def2-TZVPD) results for 2 unconnected molecules or ions with the total composition C5H10O2 at a distorted geometry.

```
17
Properties=species:S:1:pos:R:3:forces:R:3
C 1.428 0.276 -1.814 0.0168 0.0463 -0.0672
C 0.528 0.109 1.498 0.0673 -0.6914 0.1990
O 0.179 1.274 0.980 0.8081 0.8930 0.1903
C -0.979 1.281 0.373 -0.8375 -0.1601 -0.3038
C -1.635 -0.043 0.583 -0.1450 -0.0814 -0.0020
C -0.478 -0.939 1.124 -0.1906 0.1000 0.3122
O -0.019 -1.917 0.196 0.0991 0.0815 -0.2306
H 2.023 1.181 -1.957 -0.0653 -0.1224 0.0097
H 1.254 -0.201 -2.782 0.0469 0.0347 0.1311
H 1.977 -0.402 -1.153 -0.0311 0.1175 -0.1454
H 1.556 0.019 1.819 -0.1762 -0.0343 -0.0278
H 0.471 0.566 -1.366 0.1982 -0.0712 -0.1625
H -1.366 2.240 0.061 0.0478 -0.1814 0.0452
H -2.431 0.034 1.341 0.1225 -0.0347 -0.1266
H -2.073 -0.484 -0.322 0.0324 0.0867 0.1844
H -0.807 -1.538 1.975 0.0274 0.1017 -0.0820
H 0.373 -1.456 -0.556 -0.0208 -0.0847 0.0759
```
Positions in Å, forces in eV/Å.

Computed properties:
- energy relative to the best compared isomer or geometry (same formula, charge and spin) (kJ/mol) = 425.7
- HOMO (alpha / beta) (eV) = -7.41 / -7.26
- LUMO level (alpha / beta) (eV) = 0.815 / 0.721
- frontier orbital gap (alpha / beta) (eV) = 8.222 / 7.978
- calculated total energy (hartree) = -346.8633
- spin multiplicity = 1
- net charge = 0

Mulliken population analysis, charges in e, atoms 1 to 8: number 1, C, carries -0.96; number 2, C, carries -0.48; number 3, O, carries -0.26; number 4, C, carries -0.41; number 5, C, carries -0.43; number 6, C, carries 0.09; number 7, O, carries -0.55; number 8, H, carries 0.29

4.
DFT (ωB97M-V/def2-TZVPD) results for C5H7NO3S in the gas phase at a distorted geometry.

```
17
Properties=species:S:1:pos:R:3:forces:R:3
C 0.852 -0.169 0.137 1.0981 -1.5944 2.8659
C -0.003 -0.393 1.162 -1.7100 1.8158 -4.1883
C 2.330 -0.429 0.413 -2.9795 0.4049 -1.1813
C -0.887 1.051 -0.977 0.3668 -0.8417 0.0538
C -1.865 0.442 -0.054 2.8488 -4.9548 -1.6725
N 0.388 0.315 -1.049 -0.5192 2.4922 -0.1922
O 2.687 -0.888 1.459 1.1004 -0.0526 0.6952
O 3.088 -0.148 -0.650 0.4968 -0.3708 0.0840
O 0.170 -0.694 2.378 -1.0745 -0.4083 2.1905
S -2.896 -0.868 -0.707 1.4333 0.7438 -1.3674
H -1.284 1.027 -1.985 -0.0865 0.5646 -0.2374
H -0.655 2.015 -0.594 0.0144 1.1541 -0.0365
H -2.203 0.851 0.768 -1.8338 2.6475 3.6936
H 2.431 0.016 -1.347 0.4969 0.5005 -0.1013
H 0.431 -0.210 -1.855 0.0590 -1.9123 -1.7230
H 1.096 -0.828 2.608 1.0415 -0.1607 -0.2310
H -3.679 -1.088 0.293 -0.7526 -0.0278 1.3479
```
Positions in Å, forces in eV/Å.

Computed properties:
- energy relative to the best compared isomer or geometry (same formula, charge and spin) (kJ/mol) = 288.8
- HOMO (alpha / beta) (eV) = -8.08 / -8.09
- LUMO level (alpha / beta) (eV) = -0.024 / -0.024
- frontier orbital gap (alpha / beta) (eV) = 8.061 / 8.063
- calculated total energy (hartree) = -873.2550
- spin multiplicity = 1
- net charge = 0

Mulliken population analysis, charges in e, atoms 1 to 8: number 1, C, carries 0.71; number 2, C, carries -0.13; number 3, C, carries 0.37; number 4, C, carries -0.98; number 5, C, carries -0.24; number 6, N, carries -0.45; number 7, O, carries -0.64; number 8, O, carries -0.52

- The highest calculated total energy belongs to which entry?
  C5H10O2

- Look up the net charge of the first one.
  -2